{
  "formula": "C24H28F3N3O3",
  "method": "ωB97M-V/def2-TZVPD",
  "symbols": ["C", "H", "H", "H", "O", "C", "N", "C", "C", "C", "C", "C", "C", "N", "H", "C", "C", "H", "C", "C", "N", "H", "H", "H", "H", "H", "H", "H", "C", "H", "H", "H", "H", "H", "O", "C", "H", "H", "H", "O", "C", "C", "C", "C", "C", "C", "H", "H", "H", "C", "F", "F", "F", "H", "C", "C", "H", "C", "H", "H", "H"],
  "coordinates": [[-4.663, 2.440, 2.184], [-4.681, 2.294, 1.101], [-4.056, 3.320, 2.413], [-5.674, 2.571, 2.563], [-4.146, 1.297, 2.831], [-2.883, 0.957, 2.506], [-2.219, 1.679, 1.647], [-0.959, 1.310, 1.327], [-0.324, 0.165, 1.871], [0.981, -0.140, 1.430], [1.619, 0.661, 0.486], [0.978, 1.781, -0.046], [-0.292, 2.133, 0.372], [-0.948, 3.260, -0.026], [-1.899, 3.269, 0.323], [-0.732, 3.950, -1.273], [-1.200, 3.129, -2.500], [-0.390, 2.451, -2.777], [-2.443, 2.256, -2.301], [-3.765, 2.989, -2.064], [-4.104, 3.836, -3.195], [-5.034, 4.223, -3.084], [-3.453, 4.611, -3.266], [-4.555, 2.235, -1.978], [-3.732, 3.532, -1.104], [-2.563, 1.655, -3.205], [-2.275, 1.572, -1.467], [-1.355, 3.806, -3.341], [-1.383, 5.330, -1.184], [-1.179, 5.902, -2.085], [-0.976, 5.871, -0.333], [-2.458, 5.254, -1.053], [0.348, 4.115, -1.380], [1.486, 2.388, -0.775], [2.880, 0.266, 0.136], [3.553, 0.961, -0.882], [4.505, 0.446, -1.004], [3.740, 2.004, -0.606], [3.001, 0.923, -1.827], [1.679, -1.215, 1.972], [2.148, -2.171, 1.144], [1.707, -2.349, -0.164], [2.249, -3.367, -0.934], [3.204, -4.232, -0.424], [3.615, -4.066, 0.890], [3.100, -3.050, 1.667], [3.424, -2.908, 2.685], [4.354, -4.735, 1.305], [3.615, -5.016, -1.039], [1.761, -3.493, -2.347], [2.380, -4.452, -3.049], [0.443, -3.770, -2.413], [1.927, -2.351, -3.046], [0.952, -1.699, -0.581], [-1.073, -0.598, 2.823], [-2.341, -0.188, 3.128], [-2.955, -0.723, 3.835], [-0.519, -1.818, 3.485], [-1.226, -2.198, 4.220], [0.423, -1.592, 3.978], [-0.329, -2.599, 2.750]],
  "nbo_charge": [-0.253, 0.185, 0.187, 0.194, -0.488, 0.530, -0.551, 0.194, -0.132, 0.165, 0.352, -0.380, 0.198, -0.610, 0.412, -0.037, -0.419, 0.214, -0.410, -0.214, -0.839, 0.359, 0.349, 0.194, 0.147, 0.217, 0.211, 0.203, -0.609, 0.210, 0.221, 0.200, 0.190, 0.222, -0.513, -0.250, 0.205, 0.176, 0.180, -0.501, 0.413, -0.288, -0.131, -0.215, -0.196, -0.261, 0.223, 0.218, 0.229, 0.974, -0.322, -0.327, -0.330, 0.240, 0.086, -0.287, 0.225, -0.636, 0.212, 0.237, 0.230],
  "homo_lumo_gap_ev": 7.7793,
  "total_charge": 0,
  "relative_energy_kcal_mol": 24.5
}

{
  "formula": "C27H22BrFIrN4O7",
  "method": "ωB97M-V/def2-TZVPD",
  "symbols": ["Ir", "C", "O", "C", "C", "C", "C", "C", "C", "O", "C", "O", "C", "H", "H", "H", "H", "H", "H", "H", "H", "H", "Br", "C", "C", "C", "C", "C", "C", "N", "C", "C", "C", "C", "C", "C", "N", "H", "H", "H", "H", "H", "H", "H", "H", "H", "F", "C", "C", "N", "C", "C", "O", "O", "C", "O", "N", "C", "O", "H", "H", "H", "H"],
  "coordinates": [[0.073, 0.127, -0.025], [-2.153, -5.979, 2.293], [-3.109, -5.476, 1.363], [-2.847, -4.322, 0.745], [-3.831, -3.909, -0.192], [-3.649, -2.756, -0.871], [-2.501, -1.921, -0.678], [-2.364, -0.754, -1.468], [-3.353, -0.429, -2.552], [-1.437, 0.106, -1.356], [-1.525, -2.349, 0.277], [-0.421, -1.719, 0.563], [-1.724, -3.559, 0.968], [-2.554, -6.922, 2.649], [-2.030, -5.291, 3.132], [-1.191, -6.148, 1.807], [-4.699, -4.534, -0.345], [-4.403, -2.456, -1.584], [-3.428, -1.248, -3.267], [-3.029, 0.470, -3.067], [-4.344, -0.260, -2.129], [-0.956, -3.854, 1.667], [7.083, -2.266, 0.554], [5.384, -1.515, 0.821], [5.117, -0.823, 1.996], [3.871, -0.262, 2.192], [2.888, -0.383, 1.213], [3.159, -1.087, 0.053], [4.408, -1.657, -0.148], [1.568, 0.179, 1.378], [1.209, 0.754, 2.460], [-0.183, 1.179, 2.548], [-0.728, 1.811, 3.644], [-2.071, 2.168, 3.611], [-2.815, 1.884, 2.481], [-2.208, 1.243, 1.412], [-0.923, 0.897, 1.451], [5.880, -0.726, 2.755], [3.696, 0.264, 3.120], [2.403, -1.202, -0.709], [4.613, -2.205, -1.057], [1.874, 0.909, 3.300], [-0.109, 2.021, 4.504], [-2.526, 2.667, 4.456], [-3.859, 2.152, 2.414], [-2.743, 1.005, 0.504], [-0.734, 6.387, -3.077], [0.266, 5.846, -2.384], [0.729, 4.632, -2.672], [1.769, 4.058, -1.962], [2.216, 2.718, -2.272], [1.387, 1.669, -1.580], [1.421, 0.471, -1.932], [0.677, 2.000, -0.575], [2.353, 4.694, -0.882], [3.223, 4.184, -0.208], [1.844, 5.947, -0.620], [0.819, 6.632, -1.282], [0.460, 7.727, -0.937], [0.306, 4.049, -3.479], [3.231, 2.613, -1.889], [2.229, 2.540, -3.345], [2.266, 6.433, 0.159]],
  "nbo_charge": [1.331, -0.260, -0.461, 0.401, -0.294, -0.101, -0.377, 0.592, -0.702, -0.635, 0.539, -0.704, -0.425, 0.216, 0.185, 0.189, 0.242, 0.221, 0.251, 0.248, 0.243, 0.236, 0.119, -0.073, -0.206, -0.222, 0.156, -0.199, -0.213, -0.368, 0.134, 0.122, -0.178, -0.131, -0.211, 0.081, -0.334, 0.242, 0.216, 0.245, 0.243, 0.214, 0.246, 0.247, 0.251, 0.235, -0.287, 0.247, -0.023, -0.415, -0.328, 0.785, -0.669, -0.658, 0.796, -0.625, -0.629, 0.597, -0.537, 0.234, 0.285, 0.244, 0.438],
  "homo_lumo_gap_ev": 6.6923,
  "total_charge": 1,
  "relative_energy_kcal_mol": 0.0
}

{
  "formula": "C4HAuLiO2",
  "method": "ωB97M-V/def2-TZVPD",
  "symbols": ["O", "C", "C", "C", "Li", "C", "O", "Au", "H"],
  "coordinates": [[-1.607, 3.201, -0.232], [-1.241, 1.975, -0.228], [-0.015, 1.353, -0.367], [0.861, 0.426, -0.726], [0.951, -1.301, -1.754], [0.903, -1.636, 0.529], [-0.205, -1.583, 1.187], [-1.285, -0.093, 0.592], [1.637, -2.342, 0.999]],
  "lowdin_charge": [-0.037, -0.376, -0.351, -0.128, 0.667, -0.302, -0.404, 0.877, 0.054],
  "spin_multiplicity": 4,
  "s_squared": 3.79,
  "homo_lumo_gap_ev": [5.9571, 7.1559],
  "total_charge": 0,
  "relative_energy_kcal_mol": 13.3
}